No. 1
DFT (the ωB97M-V functional and the def2-TZVPD basis) results for 12 unconnected molecules or ions with the total composition C54H126N3O30S9.

Structure (XYZ):
```
222
Properties=species:S:1:pos:R:3:mulliken_spin:R:1
C -3.3818 -0.6634 2.4227 -0.012
C -3.9184 0.8081 2.4788 0.003
C -2.7804 1.7711 3.1580 0.033
C -3.0122 3.2315 2.8382 -0.009
C -3.1394 3.4298 1.3693 0.089
C -4.3185 2.6976 0.7947 -0.021
N -4.1512 1.2759 1.0951 0.501
O -4.9953 0.4826 0.5661 0.413
C -5.7489 3.1097 1.1693 0.005
C -4.1387 2.7607 -0.7719 -0.002
C -5.1474 0.8455 3.3700 0.012
H -2.6977 -0.7565 1.5844 0.020
H -4.2705 -1.3692 2.1573 0.003
H -2.8877 -0.9747 3.3578 -0.003
H -2.7968 1.2910 4.1440 0.002
H -1.8241 1.5128 2.6593 -0.008
H -2.1343 3.7948 3.1519 -0.004
H -3.9541 3.5820 3.2795 -0.002
H -2.2865 3.0011 0.8273 -0.047
H -3.3191 4.4157 0.9643 0.004
H -5.7863 3.5278 2.2650 0.002
H -6.0255 3.9521 0.4689 -0.002
H -6.4212 2.2354 0.9920 0.010
H -4.8315 2.1884 -1.3516 -0.004
H -4.1471 3.7525 -1.3173 0.000
H -3.1984 2.2574 -0.9688 0.016
H -4.9423 0.3678 4.2961 0.000
H -5.9607 0.3092 2.8614 0.005
H -5.3683 1.8902 3.6137 0.000
C 8.1363 2.0853 -0.5149 0.018
C 6.6509 2.3018 -0.4173 0.020
C 6.4236 3.6921 -0.8008 0.022
C 4.8829 4.0363 -0.9208 -0.011
C 4.4250 3.0611 -2.0495 0.009
C 4.6142 1.5531 -1.9105 -0.039
N 5.9906 1.4725 -1.2768 0.410
O 6.4169 0.0946 -1.1166 0.477
C 3.5323 0.9363 -1.0374 0.044
C 4.6002 0.9773 -3.2915 0.043
C 6.0405 2.0816 1.0420 0.050
H 8.6880 2.8849 0.0506 -0.002
H 8.4233 2.1619 -1.5732 0.000
H 8.4743 1.1645 -0.0355 -0.001
H 6.8918 4.3784 -0.0915 -0.001
H 6.8734 3.8821 -1.8116 -0.010
H 4.7257 5.0053 -1.4467 0.000
H 4.3016 3.9585 0.0306 0.000
H 4.9039 3.5418 -2.9209 -0.005
H 3.4008 3.3616 -2.2210 0.005
H 3.7818 -0.0633 -0.7475 -0.017
H 3.2784 1.6330 -0.3040 -0.007
H 2.6506 0.8763 -1.7256 0.001
H 5.0741 0.0016 -3.1959 -0.005
H 3.6021 0.8330 -3.7217 0.000
H 5.1287 1.5937 -4.0299 -0.003
H 4.9380 1.8792 1.0115 -0.006
H 6.3476 2.9083 1.6747 -0.001
H 6.6404 1.1761 1.3319 0.004
C -8.4925 -2.0052 -3.3932 0.020
C -7.0511 -1.5606 -2.8781 -0.061
C -7.1801 -0.7757 -1.5258 0.084
C -7.2234 -1.6928 -0.3082 -0.023
C -5.9864 -2.5294 -0.2361 0.075
C -5.8045 -3.4987 -1.4436 -0.090
N -5.9523 -2.6185 -2.6855 0.538
O -5.2859 -2.8875 -3.6496 0.482
C -4.3667 -3.9850 -1.4016 0.020
C -6.7929 -4.5895 -1.4562 0.009
C -6.5346 -0.5688 -3.9977 -0.001
H -8.4023 -2.2266 -4.5232 -0.001
H -9.2603 -1.2375 -3.1788 0.002
H -8.6020 -3.0594 -3.1672 0.000
H -6.1519 -0.3237 -1.4807 -0.020
H -7.8998 0.0792 -1.7721 0.000
H -8.1106 -2.3480 -0.3054 -0.002
H -7.1933 -1.1995 0.6346 -0.003
H -5.8592 -3.0511 0.6876 0.006
H -5.1153 -1.8335 -0.2936 -0.023
H -4.0788 -4.5390 -2.2987 0.002
H -3.6818 -3.1472 -1.3353 -0.008
H -4.1026 -4.5528 -0.4642 -0.002
H -6.6699 -5.3281 -0.6275 0.004
H -7.8326 -4.2640 -1.4648 0.003
H -6.6157 -5.2367 -2.3177 -0.004
H -7.4464 -0.0591 -4.2000 -0.001
H -6.2227 -1.0183 -4.9351 0.011
H -5.7026 0.0898 -3.7946 0.002
O 4.6989 -0.9456 7.9559 0.000
S 4.7518 -2.3425 8.1353 0.000
O 3.6969 -2.9145 8.9081 0.000
O 4.9512 -3.1239 6.7189 0.000
C 3.9076 -2.9942 5.7284 0.000
C 3.9023 -1.7419 4.8903 0.000
C 6.3770 -2.7327 8.8535 0.000
H 2.9605 -3.0473 6.3048 0.000
H 3.9530 -3.8848 5.1760 0.000
H 3.2241 -1.9081 4.0070 0.000
H 4.8731 -1.5530 4.4744 0.000
H 3.4243 -0.8937 5.4146 0.000
H 7.1211 -1.9050 8.5715 0.000
H 6.7128 -3.6961 8.5139 0.000
H 6.1852 -2.7071 9.9937 0.000
O -0.9518 1.5024 -0.3473 -0.027
S -0.3985 0.3997 -1.1406 0.009
O 0.1327 0.6769 -2.4502 0.002
O 0.7733 -0.3139 -0.3177 -0.001
C 0.6963 -0.2841 1.2098 -0.002
C 1.8956 -1.1435 1.6677 0.000
C -1.6309 -0.9654 -1.3969 -0.017
H -0.3725 -0.5818 1.3288 0.002
H 0.6860 0.7602 1.5345 0.001
H 1.9847 -2.1107 1.2145 0.000
H 1.7319 -1.4119 2.7414 0.000
H 2.7767 -0.6249 1.5288 0.000
H -2.5313 -0.4412 -1.7643 0.003
H -1.6852 -1.4732 -0.4338 0.002
H -1.0945 -1.4849 -2.1966 0.005
O -1.2326 -4.5533 -0.7755 0.000
S -0.4147 -4.2351 0.3428 0.000
O -0.6009 -2.9954 1.0344 0.000
O -0.5597 -5.3688 1.4838 0.000
C -1.7551 -5.1538 2.2362 0.000
C -1.9844 -6.3427 3.1472 0.000
C 1.2614 -4.4495 0.0485 0.000
H -2.5555 -5.1258 1.4678 0.000
H -1.6416 -4.2746 2.8129 0.000
H -1.1980 -6.4848 3.9038 0.000
H -2.0746 -7.2634 2.5416 0.000
H -2.9460 -6.1895 3.5999 0.000
H 1.5836 -3.6259 -0.5682 0.000
H 1.3930 -5.3323 -0.6109 0.000
H 1.8140 -4.4109 0.9476 0.000
O 3.7868 -2.9361 0.0870 -0.001
S 4.9418 -3.7613 -0.2126 0.002
O 4.8598 -5.1769 0.1011 0.000
O 5.1427 -3.6807 -1.7813 0.000
C 5.0958 -2.4580 -2.6084 -0.007
C 5.8957 -2.7809 -3.8548 0.000
C 6.3039 -2.9751 0.4546 -0.010
H 5.5744 -1.7249 -1.9925 0.013
H 4.0455 -2.2511 -2.8614 -0.004
H 6.9824 -2.9245 -3.5519 0.000
H 5.8418 -2.0176 -4.6098 0.000
H 5.5172 -3.6733 -4.2847 0.000
H 6.0036 -3.1100 1.4505 0.000
H 6.3415 -1.8814 0.2808 0.009
H 7.2302 -3.5016 0.1271 0.000
O 2.2867 3.5535 -5.8569 0.000
S 0.9566 3.8053 -5.3479 0.000
O -0.1232 2.8070 -5.4947 0.000
O 1.1049 4.1779 -3.8136 0.000
C 0.0148 3.9199 -2.8533 -0.001
C -0.1211 5.3102 -2.1419 0.000
C 0.2426 5.3284 -6.0615 0.000
H 0.4292 3.2041 -2.1597 0.000
H -0.8942 3.6139 -3.3665 0.000
H -0.5993 6.0967 -2.7418 0.000
H 0.8501 5.5861 -1.8881 0.000
H -0.6979 5.2038 -1.2553 0.000
H 0.0545 5.1406 -7.1504 0.000
H 0.8507 6.2067 -5.8363 0.000
H -0.6762 5.4532 -5.5100 0.000
O -5.4253 -0.4923 -7.8992 0.000
S -4.1425 -0.0341 -7.5191 0.001
O -3.1566 0.1120 -8.5461 0.000
O -4.2639 1.3257 -6.7378 0.000
C -3.0711 1.8996 -6.1564 0.000
C -3.4208 2.2885 -4.7330 0.001
C -3.5101 -1.1428 -6.3240 -0.009
H -2.8700 2.6576 -6.8829 0.000
H -2.2599 1.1730 -6.1652 0.000
H -4.1818 3.0157 -4.6511 0.000
H -2.4849 2.7354 -4.2724 -0.001
H -3.7124 1.3278 -4.3019 0.000
H -4.3298 -1.5491 -5.7382 0.017
H -2.8913 -0.5391 -5.6834 -0.004
H -2.9076 -1.8633 -6.8300 -0.001
O 1.9593 -4.6947 -3.2507 0.000
S 1.0455 -3.6298 -3.5324 0.000
O 1.0076 -2.6652 -2.4687 0.000
O 1.5790 -2.9522 -4.8596 0.000
C 1.6175 -1.5057 -4.8978 0.000
C 0.2099 -0.9410 -5.0658 0.000
C -0.6005 -4.2128 -3.9484 0.000
H 2.3037 -1.2349 -5.7571 0.000
H 2.0523 -1.0297 -3.9686 0.000
H -0.2189 -0.9483 -4.0451 0.001
H -0.4415 -1.5908 -5.6985 0.000
H 0.1709 0.1708 -5.3341 0.000
H -1.0729 -4.3865 -2.9400 0.000
H -0.2809 -5.1071 -4.5095 0.000
H -1.0920 -3.5506 -4.6329 0.001
O 2.6885 2.4272 6.8199 0.000
S 1.5857 1.6697 7.2836 0.000
O 0.2613 2.2070 7.2336 0.000
O 1.5848 0.3002 6.4548 0.000
C 0.7734 0.2175 5.2408 0.000
C -0.4490 -0.6303 5.3510 0.000
C 1.9243 1.0422 8.8297 0.000
H 1.5323 -0.1333 4.5184 0.000
H 0.5490 1.2156 4.8927 0.000
H -0.1486 -1.7376 5.4401 0.000
H -1.0437 -0.5297 4.4196 0.000
H -1.1128 -0.4829 6.1771 0.000
H 1.1039 0.3359 9.0363 0.000
H 1.7870 1.8348 9.6065 0.000
H 2.8798 0.5459 8.9067 0.000
O 2.0769 2.2992 2.5011 -0.001
S 1.3468 3.4598 2.8836 0.000
O 0.4288 3.3694 4.0140 0.000
O 2.3650 4.6211 3.2027 0.000
C 3.2542 4.4475 4.4443 0.000
C 2.6643 5.4306 5.5061 0.000
C 0.5391 4.2510 1.4880 0.000
H 4.2304 4.6932 4.0445 0.000
H 3.0681 3.4712 4.8099 0.000
H 2.7672 6.4388 5.1869 0.000
H 3.1817 5.3129 6.4690 0.000
H 1.6010 5.0592 5.5826 0.000
H 1.3367 4.5231 0.7929 0.000
H -0.0151 5.1323 1.8393 0.000
H -0.0891 3.4824 1.0290 -0.001
```

As for the spin multiplicity: 4. Its total charge is 0. The total energy comes out at -8137.786784 Eh. For the HOMO-LUMO gap (alpha / beta), the calculation gives 0.2722 / 0.3176 hartree.

---

No. 2
DFT (the ωB97M-V functional and the def2-TZVPD basis) results for 8 unconnected molecules or ions with the total composition C54H129N7O4.

Structure (XYZ):
```
194
Properties=species:S:1:pos:R:3:lowdin_charge:R:1
C 6.2334 -13.8833 5.1133 -0.053
C 5.8045 -14.4676 6.4693 -0.614
C 6.0115 -16.0117 6.6050 -0.054
O 6.2362 -13.7558 7.5716 -0.304
H 6.0568 -14.5959 4.3015 0.064
H 7.3178 -13.7374 5.1239 0.047
H 5.7207 -12.9435 4.9036 0.055
H 4.6940 -14.4523 6.4864 0.090
H 5.3911 -16.3391 7.4429 0.067
H 7.0386 -16.3520 6.7504 0.051
H 5.5798 -16.5192 5.7365 0.078
C 8.2995 -16.0417 2.1618 -0.077
C 9.3264 -15.2884 3.0078 -0.224
C 9.5146 -16.0388 4.3183 -0.134
N 10.5053 -15.4940 5.3264 -0.249
C 10.4966 -16.2165 6.6605 -0.121
C 10.9615 -17.6761 6.6263 -0.146
C 12.3569 -17.8129 5.9868 -0.154
C 12.3672 -17.0729 4.6655 -0.154
C 11.8968 -15.6251 4.7477 -0.099
C 10.1612 -14.0724 5.6868 0.019
H 8.7191 -16.9998 1.8522 0.093
H 8.1123 -15.5197 1.2241 0.087
H 7.3656 -16.1041 2.7208 0.067
H 8.8561 -14.3104 3.1259 0.100
H 10.3152 -15.2664 2.5483 0.116
H 9.7428 -17.0915 4.1723 0.129
H 8.5278 -16.0059 4.7941 0.118
H 9.5164 -16.1570 7.1321 0.108
H 11.1768 -15.6625 7.3114 0.140
H 10.1962 -18.2033 6.0440 0.116
H 10.9009 -18.1900 7.5857 0.124
H 12.6388 -18.8477 5.7918 0.131
H 13.1304 -17.4814 6.6825 0.129
H 11.7913 -17.5486 3.8691 0.123
H 13.3812 -16.9929 4.2676 0.142
H 11.9665 -15.1459 3.7746 0.135
H 12.5519 -15.1018 5.4493 0.143
H 9.3629 -13.9533 6.4123 0.096
H 10.0621 -13.5166 4.7578 0.102
H 11.1101 -13.7558 6.1261 0.107
C 3.0538 -9.6044 6.2726 -0.053
C 3.4673 -10.7442 7.2596 -0.194
C 2.3296 -11.0273 8.2326 -0.134
N 2.4619 -12.2525 9.1430 -0.234
C 1.1190 -12.4099 9.8574 -0.074
C 1.1381 -13.2841 11.1386 -0.136
C 2.3316 -13.0333 12.0228 -0.179
C 3.6419 -12.9536 11.2770 -0.173
C 3.6840 -12.0478 10.0599 -0.101
C 2.8184 -13.4841 8.2899 0.043
H 3.9852 -9.1549 5.9428 0.033
H 2.4766 -8.8795 6.8503 0.091
H 2.4105 -9.8459 5.4307 0.051
H 4.3467 -10.4610 7.8411 0.108
H 3.8102 -11.6286 6.7202 0.101
H 1.3553 -11.1702 7.7624 0.137
H 2.2328 -10.1987 8.9350 0.137
H 0.8851 -11.3804 10.1368 0.138
H 0.3935 -12.7259 9.1122 0.138
H 0.2264 -13.2471 11.7282 0.139
H 1.2102 -14.2867 10.6982 0.116
H 2.1366 -12.0908 12.5466 0.132
H 2.4149 -13.8006 12.7921 0.129
H 4.5745 -12.9421 11.8454 0.100
H 3.8402 -13.9765 10.9061 0.111
H 3.6352 -10.9946 10.3425 0.137
H 4.6477 -12.2894 9.6117 0.107
H 2.7470 -14.3216 8.9792 0.104
H 3.8469 -13.4666 7.9330 0.059
H 2.0564 -13.4352 7.5162 0.112
C -2.2250 -14.7053 -1.4550 -0.069
C -2.0437 -15.6789 -0.2697 -0.227
C -0.6126 -15.8302 0.1618 -0.117
N -0.4988 -16.7421 1.3909 -0.260
C -1.0263 -16.0905 2.6625 -0.080
C -0.1208 -14.9382 3.0975 -0.149
C 1.3690 -15.3586 3.2022 -0.184
C 1.8368 -15.9434 1.8850 -0.172
C 0.9746 -17.1422 1.5272 -0.093
C -1.2453 -18.0290 1.1607 0.026
H -1.7394 -15.1314 -2.3356 0.090
H -1.7742 -13.7257 -1.3164 0.051
H -3.2949 -14.6659 -1.6418 0.097
H -2.4650 -16.6198 -0.6189 0.120
H -2.7072 -15.2727 0.4976 0.109
H -0.0404 -14.9355 0.3983 0.107
H 0.0135 -16.2644 -0.6219 0.151
H -2.0302 -15.7585 2.4049 0.127
H -1.1303 -16.9035 3.3797 0.146
H -0.1857 -14.1560 2.3390 0.095
H -0.4243 -14.5608 4.0733 0.120
H 1.9478 -14.4590 3.4103 0.100
H 1.4682 -16.0647 4.0285 0.123
H 1.8780 -15.2137 1.0752 0.109
H 2.8884 -16.2086 2.0244 0.127
H 1.2221 -17.6832 0.6162 0.145
H 1.0199 -17.8832 2.3271 0.140
H -0.9344 -18.7996 1.8623 0.118
H -1.0685 -18.3724 0.1448 0.126
H -2.2937 -17.7991 1.3364 0.116
C -2.3924 -11.6704 0.5277 -0.062
C -1.4691 -10.8501 1.4550 -0.222
C -0.0900 -10.5417 0.8767 -0.099
N 0.8085 -9.6768 1.7917 -0.239
C 1.7868 -10.5139 2.6479 -0.087
C 2.7996 -11.2527 1.7996 -0.171
C 3.6126 -10.3358 0.9099 -0.165
C 2.6206 -9.5305 0.0176 -0.138
C 1.6256 -8.7868 0.8584 -0.128
C -0.0121 -8.7665 2.6707 0.020
H -2.2493 -11.4318 -0.5269 0.089
H -3.4498 -11.5061 0.7233 0.097
H -2.2250 -12.7407 0.6618 0.047
H -1.4279 -11.2987 2.4525 0.109
H -2.0030 -9.9165 1.6430 0.108
H -0.1585 -9.9854 -0.0595 0.140
H 0.4486 -11.4269 0.5401 0.119
H 1.1278 -11.0986 3.2893 0.132
H 2.2178 -9.7072 3.2428 0.108
H 2.3461 -12.0651 1.2336 0.111
H 3.5380 -11.7234 2.4584 0.119
H 4.2442 -10.9232 0.2425 0.127
H 4.3081 -9.6605 1.4128 0.099
H 2.1005 -10.2721 -0.5908 0.121
H 3.1660 -8.8239 -0.6047 0.138
H 0.9434 -8.1667 0.2758 0.150
H 2.1566 -8.0439 1.4637 0.135
H 0.6983 -8.0762 3.1180 0.109
H -0.6136 -9.3370 3.3708 0.107
H -0.7105 -8.1822 2.0734 0.125
C 7.3156 -18.6133 12.9945 0.054
N 6.7317 -17.5471 12.0583 -0.350
C 5.6856 -18.2002 11.2007 0.024
C 6.1048 -16.5022 12.9163 0.001
C 7.8644 -16.9014 11.2494 -0.064
C 7.4353 -16.3018 9.9039 -0.263
O 6.4003 -15.3553 9.9828 -0.100
H 7.5065 -19.4876 12.3773 0.117
H 6.5353 -18.8311 13.7167 0.116
H 8.2229 -18.1914 13.4146 0.119
H 6.1769 -18.8941 10.5236 0.119
H 5.1710 -17.4558 10.5973 0.099
H 4.9927 -18.6765 11.8891 0.121
H 5.6528 -15.7307 12.2898 0.087
H 6.8684 -15.9427 13.4532 0.110
H 5.3548 -16.9861 13.5347 0.119
H 8.6000 -17.6954 11.1581 0.142
H 8.2289 -16.0671 11.8464 0.124
H 7.1554 -17.1439 9.2561 0.109
H 8.3353 -15.9492 9.3902 0.118
H 6.2985 -14.9267 9.0871 0.057
C 6.7596 -10.4530 11.7520 0.003
N 7.9552 -11.3308 11.9696 -0.340
C 8.7211 -10.8277 13.1733 0.038
C 7.4662 -12.7342 12.3022 0.027
C 8.8405 -11.2940 10.7528 -0.086
C 8.3438 -12.0957 9.5715 -0.230
O 7.0412 -11.6743 9.2012 -0.112
H 6.1684 -10.3439 12.6632 0.117
H 6.0593 -10.8219 11.0115 0.073
H 7.1506 -9.4648 11.5195 0.120
H 7.9983 -10.6191 13.9625 0.120
H 9.1080 -9.8322 12.9584 0.124
H 9.4442 -11.5838 13.4531 0.116
H 8.2834 -13.2772 12.7668 0.110
H 7.1606 -13.2243 11.3774 0.074
H 6.6009 -12.5767 12.9384 0.105
H 9.7604 -11.7512 11.1298 0.146
H 9.1518 -10.2724 10.5435 0.148
H 8.3399 -13.1807 9.7212 0.108
H 9.0089 -11.9487 8.7126 0.129
H 6.7242 -12.3354 8.5493 0.028
C 6.7941 -8.6344 5.9684 -0.007
N 7.2591 -7.9150 4.7117 -0.340
C 7.5691 -6.4931 5.1107 0.038
C 8.5106 -8.6166 4.2551 0.026
C 6.1483 -8.0782 3.6897 -0.104
C 6.0532 -6.9324 2.7268 -0.242
O 7.2344 -6.7729 1.9746 -0.025
H 7.5595 -8.5544 6.7407 0.112
H 6.6591 -9.6979 5.7811 0.106
H 5.9436 -8.0673 6.3381 0.100
H 7.9703 -5.9855 4.2345 0.118
H 8.2954 -6.4683 5.9165 0.121
H 6.6316 -6.0135 5.3838 0.118
H 8.7172 -8.2443 3.2505 0.111
H 8.2654 -9.6756 4.2441 0.102
H 9.4067 -8.3792 4.8234 0.121
H 5.2370 -8.0150 4.2856 0.119
H 6.2781 -9.0640 3.2483 0.139
H 5.7729 -6.0037 3.2342 0.133
H 5.2276 -7.1939 2.0514 0.127
H 7.0099 -6.4467 1.0961 0.121
```

Its total charge is +6. The total energy comes out at -2816.841033 Eh. For the HOMO-LUMO gap, the calculation gives 0.3038 hartree.